9
Properties=species:S:1:pos:R:3:forces:R:3:mulliken_charge:R:1 method="wB97M-V/def2-TZVPD" e_tot_ha=-345.39660 homo_ha="-0.2965 / -0.2759" e_above_lowest_ev=6.6325 spin_multiplicity=1 gap_ev="8.45 / 7.67"
C -0.239 -0.042 0.152 -0.6 0.2 -3.0 0.016
N 1.009 0.404 0.569 0.2 0.3 0.6 -0.157
O -0.436 -1.364 0.045 -0.1 0.3 0.5 -0.309
O -1.240 0.658 0.689 0.4 -0.3 0.4 -0.334
F 2.048 -0.068 -0.240 -0.7 0.1 0.1 -0.141
H -0.500 0.544 -1.957 0.5 -0.5 1.9 -0.015
H 1.084 1.419 0.601 0.0 -0.2 -0.3 0.279
H 0.356 -1.822 -0.266 0.1 0.2 -0.1 0.301
H -2.082 0.271 0.407 0.2 0.0 -0.1 0.359